Molecular formula: C9H19InN5S4
Method: DFT, ωB97M-V/def2-TZVPD

Results
E_HOMO = -19.5 eV
F_max = 3.29 eV/A
Kohn-Sham gap = 0.33235 Eh

Geometry as ORCA input:
```
! wB97M-V def2-TZVPD RIJCOSX def2/J DEFGRID3
* xyz 3 1
In -0.169 0.532 -0.334
C -0.270 -2.984 -0.731
C -1.219 -2.588 0.452
S -2.124 -1.108 0.005
C -2.836 -0.317 1.673
C -1.708 0.258 2.496
S -1.070 1.798 1.880
C 0.500 2.022 2.705
C 1.608 1.017 2.357
S 2.166 0.987 0.638
C 2.901 -0.682 0.475
C 2.049 -1.907 0.249
S 0.940 -1.728 -1.164
H -0.942 -3.042 -1.579
H 0.237 -3.940 -0.597
H -0.639 -2.346 1.351
H -1.869 -3.442 0.696
H -3.376 -1.092 2.211
H -3.567 0.445 1.343
H -0.869 -0.401 2.604
H -2.023 0.417 3.540
H 0.285 2.140 3.771
H 0.872 3.034 2.400
H 1.337 -0.026 2.583
H 2.476 1.154 3.037
H 3.491 -0.661 1.408
H 3.776 -0.396 -0.183
H 1.592 -2.067 1.285
H 2.742 -2.785 0.232
N 0.709 2.023 -5.150
N -0.112 1.853 -4.066
N -1.350 2.325 -4.007
C -1.743 2.140 -2.765
N -0.704 1.555 -2.088
N 0.348 1.457 -2.916
H 0.396 2.746 -5.759
H 0.933 1.143 -5.584
H -2.766 2.465 -2.468
*
```

---

Molecular formula: C41H24BrF13N4O2OsPS2
Method: DFT, ωB97M-V/def2-TZVPD

Results
E_HOMO (alpha / beta) = -16.3 / -16.4 eV
F_max = 3.12 eV/A
Kohn-Sham gap (alpha / beta) = 0.28346 / 0.14288 Eh

Geometry as ORCA input:
```
! wB97M-V def2-TZVPD RIJCOSX def2/J DEFGRID3
* xyz 3 5
Os -0.290 -0.479 -0.555
S 5.568 -5.060 -0.557
N 5.498 -3.460 -0.473
C 4.253 -3.050 -0.690
C 3.768 -1.706 -0.662
C 4.576 -0.577 -0.487
C 3.960 0.651 -0.362
C 2.571 0.738 -0.417
N 1.783 -0.304 -0.655
C 2.374 -1.522 -0.793
C 1.515 -2.609 -1.153
N 0.247 -2.263 -1.489
C -0.535 -3.190 -2.018
C -0.158 -4.533 -2.111
C 1.098 -4.920 -1.689
C 1.991 -3.933 -1.251
C 3.370 -4.151 -0.933
N 4.015 -5.310 -0.873
H 5.649 -0.695 -0.457
H 4.537 1.550 -0.214
H 2.086 1.689 -0.265
H -1.485 -2.876 -2.423
H -0.855 -5.254 -2.511
H 1.432 -5.947 -1.724
F -3.659 7.427 -0.909
C -2.977 6.312 -0.821
C -1.579 6.329 -0.820
F -0.907 7.457 -0.887
C -0.873 5.128 -0.718
F 0.455 5.202 -0.673
C -1.499 3.888 -0.625
P -0.429 2.368 -0.466
C 0.410 2.959 1.054
C -0.407 2.908 2.194
C 0.051 3.374 3.410
C 1.331 3.910 3.505
C 2.142 3.969 2.379
C 1.697 3.487 1.162
C 0.438 2.485 -2.095
C -0.162 1.702 -3.096
C 0.189 1.876 -4.424
C 1.144 2.822 -4.771
C 1.806 3.525 -3.776
C 1.472 3.353 -2.442
C -2.894 3.894 -0.597
Br -3.816 2.287 -0.339
C -3.626 5.081 -0.699
F -4.941 5.024 -0.656
H -1.403 2.494 2.111
H -0.574 3.322 4.289
H 1.693 4.282 4.450
H 3.125 4.410 2.435
H 2.343 3.597 0.306
H -0.946 0.991 -2.836
H -0.295 1.299 -5.196
H 1.377 3.000 -5.809
H 2.580 4.229 -4.036
H 2.004 3.935 -1.709
F -5.543 -1.413 0.842
C -4.248 -1.405 1.038
F -3.967 -2.188 2.089
F -3.871 -0.169 1.404
C -3.385 -1.869 -0.188
O -2.083 -1.591 0.078
C -3.610 -3.426 -0.277
F -2.814 -4.006 0.628
F -4.854 -3.774 -0.026
F -3.253 -3.945 -1.449
C -3.849 -1.145 -1.498
F -4.813 -0.268 -1.303
F -4.222 -1.963 -2.460
F -2.777 -0.446 -1.980
C -1.282 -0.569 4.083
S -1.337 -1.133 2.351
O -0.565 -0.036 1.643
C -0.140 -2.485 2.439
C -0.589 -3.775 2.668
C 0.338 -4.804 2.739
C 1.688 -4.530 2.572
C 2.125 -3.232 2.348
C 1.206 -2.199 2.259
H -0.272 -0.261 4.334
H -1.608 -1.401 4.699
H -1.982 0.256 4.181
H -1.639 -3.993 2.775
H 0.002 -5.815 2.913
H 2.402 -5.336 2.621
H 3.180 -3.015 2.257
H 1.520 -1.178 2.089
*
```

---

Molecular formula: C29H52BN8OSn
Method: DFT, ωB97M-V/def2-TZVPD

Results
E_HOMO (alpha / beta) = -16.9 / -16.9 eV
energy above the lowest of the compared OMol25 structures with the same formula, charge and spin = 25.0 kcal per mole
F_max = 0.74 eV/A
Kohn-Sham gap (alpha / beta) = 0.18406 / 0.19147 Eh

Geometry as ORCA input:
```
! wB97M-V def2-TZVPD RIJCOSX def2/J DEFGRID3
* xyz 3 1
Sn 0.041 -1.838 -0.557
C 3.798 -2.123 3.072
C 2.574 -2.080 2.153
C 1.432 -2.928 2.740
C 2.133 -0.660 1.922
C 2.539 0.510 2.600
C 1.808 1.636 1.992
C 1.965 2.997 2.549
C 1.410 2.970 4.001
C 1.475 4.214 1.779
N 1.097 1.120 1.023
N 1.274 -0.288 0.998
B 0.223 1.742 -0.144
N 0.764 1.232 -1.488
N 0.680 -0.105 -1.878
C 1.233 -0.203 -3.093
C 1.719 1.042 -3.476
C 1.436 1.920 -2.460
C 1.933 3.345 -2.473
C 0.957 4.457 -2.090
C 3.260 3.429 -1.698
C 1.325 -1.452 -3.931
C 0.498 -2.640 -3.453
C 2.793 -1.864 -4.112
N -1.279 1.257 0.062
N -1.574 -0.122 -0.191
C -2.836 -0.365 -0.016
C -3.436 0.864 0.405
C -2.366 1.870 0.447
C -2.613 3.262 0.908
C -2.180 3.382 2.387
C -2.056 4.384 0.029
C -3.465 -1.711 -0.184
C -3.705 -2.339 1.199
C -4.760 -1.601 -0.997
H 4.161 -3.145 3.152
H 3.541 -1.786 4.080
H 4.621 -1.511 2.695
H 2.861 -2.489 1.181
H 1.059 -2.487 3.667
H 1.811 -3.924 2.967
H 0.592 -3.049 2.052
H 3.243 0.589 3.418
H 3.058 3.084 2.666
H 0.326 2.850 4.001
H 1.653 3.921 4.471
H 1.837 2.173 4.612
H 0.387 4.256 1.725
H 1.878 4.255 0.771
H 1.807 5.106 2.310
H 0.271 2.918 -0.081
H 2.223 1.283 -4.398
H 2.181 3.508 -3.520
H 0.946 4.653 -1.019
H -0.057 4.236 -2.424
H 1.268 5.383 -2.572
H 3.145 3.059 -0.675
H 3.607 4.463 -1.657
H 4.033 2.831 -2.179
H 0.945 -1.165 -4.913
H 0.975 -3.142 -2.602
H 0.437 -3.393 -4.237
H -0.535 -2.359 -3.204
H 3.229 -2.169 -3.156
H 3.390 -1.046 -4.512
H 2.865 -2.703 -4.805
H -4.471 1.033 0.676
H -3.700 3.352 0.896
H -1.115 3.165 2.492
H -2.737 2.705 3.036
H -2.364 4.402 2.721
H -1.010 4.591 0.237
H -2.617 5.293 0.241
H -2.163 4.160 -1.032
H -2.759 -2.343 -0.729
H -4.399 -1.732 1.789
H -2.774 -2.447 1.760
H -4.149 -3.327 1.079
H -5.533 -1.070 -0.436
H -5.142 -2.598 -1.209
H -4.607 -1.087 -1.948
C -2.103 -5.597 -2.158
N -2.058 -5.984 -0.752
C -1.549 -5.207 0.209
N -1.614 -5.660 1.480
O -1.028 -4.088 -0.057
H -2.969 -6.056 -2.626
H -1.211 -5.916 -2.696
H -2.188 -4.516 -2.236
H -2.399 -6.898 -0.506
H -2.018 -6.550 1.719
H -1.177 -5.135 2.213
*
```

---

Molecular formula: C3H9N2OP
Method: DFT, ωB97M-V/def2-TZVPD

Results
E_HOMO = -8.3 eV
energy above the lowest of the compared OMol25 structures with the same formula, charge and spin = 111.5 kcal per mole
F_max = 4.56 eV/A
Kohn-Sham gap = 0.33300 Eh

Geometry as ORCA input:
```
! wB97M-V def2-TZVPD RIJCOSX def2/J DEFGRID3
* xyz 0 1
C 0.762 0.561 1.681
C -0.392 1.421 -0.951
C 0.485 -1.433 -0.467
N -2.860 0.233 -0.156
N -1.846 -0.515 0.209
O -3.965 -0.133 0.235
P -0.101 0.109 0.315
H 1.482 -0.190 2.107
H 0.605 1.601 2.189
H -1.024 2.089 -0.325
H 0.610 1.861 -1.096
H -0.818 0.814 -1.698
H -0.341 -2.038 -0.880
H 1.089 -1.173 -1.245
H 0.897 -1.968 0.256
H -2.172 -1.319 0.768
*
```

---

Molecular formula: C39H40BrGeN6O6S3V
Method: DFT, ωB97M-V/def2-TZVPD

Results
E_HOMO (alpha / beta) = -8.1 / -7.8 eV
energy above the lowest of the compared OMol25 structures with the same formula, charge and spin = 80.7 kcal per mole
F_max = 0.77 eV/A
Kohn-Sham gap (alpha / beta) = 0.28978 / 0.27414 Eh

Geometry as ORCA input:
```
! wB97M-V def2-TZVPD RIJCOSX def2/J DEFGRID3
* xyz 0 3
V -0.082 -1.429 -0.767
S -0.077 2.595 0.493
C -1.370 3.736 0.180
C -1.290 5.062 0.599
C -2.240 5.977 0.176
C -3.299 5.579 -0.634
C -3.418 4.252 -1.012
C -2.447 3.338 -0.621
S -2.499 1.648 -1.038
H -0.472 5.374 1.235
H -2.162 7.009 0.491
H -4.042 6.299 -0.947
H -4.253 3.922 -1.616
Br 2.917 0.652 0.456
C 2.835 -1.217 0.571
C 3.803 -1.845 1.349
C 3.815 -3.222 1.401
C 2.883 -3.930 0.654
C 1.956 -3.223 -0.076
N 1.909 -1.873 -0.108
C 0.936 -3.988 -0.939
O 0.973 -5.191 -0.980
O 0.099 -3.194 -1.560
H 4.520 -1.247 1.888
H 4.549 -3.740 2.003
H 2.849 -5.008 0.613
C 6.486 -0.991 4.430
C 5.064 -0.585 4.706
C 4.240 -1.388 5.494
C 2.922 -1.042 5.736
C 2.415 0.130 5.186
C 3.218 0.947 4.404
C 4.539 0.586 4.174
S 0.720 0.561 5.428
O 0.612 1.927 4.994
O 0.298 0.153 6.739
N -0.055 -0.439 4.414
C -0.009 -0.148 2.978
C -1.045 0.849 2.491
C -0.959 1.027 0.968
O -2.307 1.049 0.507
O -0.240 0.042 0.384
H 6.877 -1.625 5.225
H 7.139 -0.125 4.336
H 6.561 -1.558 3.499
H 4.643 -2.293 5.931
H 2.292 -1.664 6.356
H 2.817 1.865 4.001
H 5.168 1.236 3.578
H -0.944 -0.710 4.812
H -0.102 -1.101 2.455
H 0.997 0.225 2.771
H -0.873 1.815 2.967
H -2.050 0.518 2.764
Ge 0.277 -0.591 -3.098
C 2.051 -1.228 -3.675
C 3.217 -0.597 -3.240
C 4.472 -1.061 -3.607
C 4.590 -2.180 -4.419
C 3.443 -2.825 -4.858
C 2.190 -2.352 -4.489
C 0.082 1.254 -3.708
C -0.836 1.576 -4.706
C -1.028 2.891 -5.116
C -0.297 3.915 -4.532
C 0.631 3.613 -3.543
C 0.814 2.299 -3.140
H -0.720 -1.358 -4.036
H 3.154 0.280 -2.603
H 5.360 -0.547 -3.259
H 5.566 -2.544 -4.709
H 3.523 -3.700 -5.490
H 1.310 -2.879 -4.838
H -1.419 0.793 -5.177
H -1.748 3.115 -5.893
H -0.444 4.939 -4.847
H 1.202 4.405 -3.076
H 1.519 2.096 -2.341
C -6.528 -0.945 0.659
C -6.574 -1.245 -0.834
C -6.325 0.011 -1.659
C -5.642 -2.376 -1.233
N -4.229 -2.139 -0.902
C -3.235 -1.642 -1.632
N -2.153 -1.641 -0.896
N -2.503 -2.150 0.311
N -3.745 -2.437 0.315
H -7.317 -0.240 0.918
H -5.574 -0.492 0.939
H -6.662 -1.842 1.264
H -7.570 -1.631 -1.080
H -5.372 0.474 -1.401
H -7.100 0.754 -1.473
H -6.323 -0.197 -2.731
H -5.675 -2.539 -2.311
H -5.897 -3.311 -0.736
H -3.307 -1.325 -2.657
*
```

---

Molecular formula: C4H9NS2
Method: DFT, ωB97M-V/def2-TZVPD

Results
E_HOMO = -8.6 eV
energy above the lowest of the compared OMol25 structures with the same formula, charge and spin = 45.9 kcal per mole
F_max = 0.68 eV/A
Kohn-Sham gap = 0.31793 Eh

Geometry as ORCA input:
```
! wB97M-V def2-TZVPD RIJCOSX def2/J DEFGRID3
* xyz 0 1
C 1.561 -1.104 1.066
C 2.035 -0.298 -0.100
C -0.528 1.719 -0.255
C -1.636 0.791 -0.647
H 0.467 -1.162 1.054
H 1.837 -0.600 2.000
H 1.982 -2.111 1.056
H 1.643 0.723 -0.138
H -0.932 2.605 0.249
H 0.166 1.208 0.414
H 0.013 2.066 -1.142
H -2.403 1.193 -1.322
H -2.600 -2.461 -0.048
N -1.663 -0.401 -0.205
S 3.040 -0.797 -1.259
S -2.981 -1.371 -0.725
*
```

---

Molecular formula: C28H23ClN5NiO2S3
Method: DFT, ωB97M-V/def2-TZVPD

Results
E_HOMO (alpha / beta) = -3.7 / -4.6 eV
energy above the lowest of the compared OMol25 structures with the same formula, charge and spin = 0.0 kcal per mole
F_max = 0.67 eV/A
Kohn-Sham gap (alpha / beta) = 0.19942 / 0.23402 Eh

Geometry as ORCA input:
```
! wB97M-V def2-TZVPD RIJCOSX def2/J DEFGRID3
* xyz -1 3
Ni -0.585 0.605 -0.091
C 0.826 5.851 -1.036
S -0.376 5.041 -2.106
C -0.340 3.362 -1.495
S -0.078 3.057 0.164
N -0.568 2.529 -2.475
N -0.688 1.227 -2.051
C -0.661 0.332 -2.960
C -0.783 -1.066 -2.534
C -0.775 -2.111 -3.446
C -0.888 -3.407 -2.970
C -1.000 -3.613 -1.606
C -0.991 -2.512 -0.759
N -0.893 -1.269 -1.211
H 0.754 6.918 -1.244
H 1.833 5.505 -1.258
H 0.589 5.665 0.008
H -0.524 0.594 -4.006
H -0.667 -1.900 -4.502
H -0.877 -4.244 -3.656
H -1.073 -4.608 -1.190
H -1.060 -2.604 0.319
N -7.786 0.383 1.783
C -6.712 0.556 1.413
C -5.365 0.768 0.940
C -4.496 1.590 1.643
C -3.208 1.744 1.158
N -2.780 1.153 0.045
C -3.629 0.383 -0.633
C -4.932 0.152 -0.228
H -4.805 2.084 2.553
H -2.481 2.364 1.667
H -3.246 -0.064 -1.542
H -5.585 -0.490 -0.800
O 4.513 -0.713 5.858
C 3.680 -1.728 5.495
O 3.904 -2.836 5.906
C 2.534 -1.368 4.622
C 1.501 -2.293 4.484
C 0.403 -2.012 3.696
C 0.292 -0.798 3.003
S -1.122 -0.441 2.042
C 1.342 0.120 3.137
C 2.438 -0.160 3.927
H 4.169 0.117 5.511
H 1.582 -3.236 5.007
H -0.396 -2.736 3.599
H 1.287 1.055 2.595
H 3.234 0.578 3.959
Cl 2.278 -2.888 -0.583
C 2.404 -1.594 -1.765
C 2.858 -1.943 -3.026
C 3.049 -0.967 -3.991
C 2.800 0.361 -3.651
C 2.346 0.687 -2.389
C 2.095 -0.276 -1.387
C 1.524 0.098 -0.104
H 3.069 -2.983 -3.237
H 3.399 -1.237 -4.979
H 2.958 1.148 -4.379
H 2.141 1.723 -2.145
H 1.940 1.036 0.263
H 1.627 -0.691 0.636
*
```

---

Molecular formula: C2H6NS3
Method: DFT, ωB97M-V/def2-TZVPD

Results
E_HOMO (alpha / beta) = -13.5 / -13.5 eV
energy above the lowest of the compared OMol25 structures with the same formula, charge and spin = 87.6 kcal per mole
F_max = 2.93 eV/A
Kohn-Sham gap (alpha / beta) = 0.19549 / 0.18665 Eh

Geometry as ORCA input:
```
! wB97M-V def2-TZVPD RIJCOSX def2/J DEFGRID3
* xyz 1 1
C 0.000 0.222 -0.406
C 0.560 -0.955 0.283
N 0.224 -2.232 -0.336
S 0.194 3.935 1.754
S 0.342 1.835 -0.131
S -1.148 -0.280 -1.663
H 0.298 -1.038 1.354
H 1.720 -0.913 0.176
H 0.726 -2.454 -1.179
H -0.762 -2.384 -0.497
H -0.706 3.237 2.660
H -1.449 1.026 -2.015
*
```

---

The highest F_max belongs to which entry? C3H9N2OP